Run 1
A 2-piece molecular cluster, CH4NO2P overall, computed with wB97M-V/def2-TZVPD.

Its HOMO-LUMO gap (spin up / spin down) is 7.86 / 8.36 eV. Its HOMO energy (spin up / spin down) is -8.6 / -9.0 eV.

Last columns: bonded neighbours and bond lengths (Å).
CARTESIAN COORDINATES (ANGSTROEM)
1 P 1.56 -0.63 0.03  C5 1.749, H6 1.303, H8 1.428
2 O -2.43 0.62 0.18  N4 1.157
3 O -1.40 -1.24 -0.18  N4 1.185
4 N -1.53 -0.07 -0.05  O2 1.157, O3 1.185
5 C 0.59 0.81 -0.20  P1 1.749, H7 1.060, H9 1.071
6 H 0.71 -1.54 -0.38  P1 1.303
7 H 0.43 1.65 0.42  C5 1.060
8 H 1.27 -0.57 1.42  P1 1.428
9 H 0.78 0.97 -1.24  C5 1.071

Atomic partial charges in e from the natural (NBO) method, atoms 1 to 6: P 0.37; O -0.32; O -0.37; N 0.53; C -0.63; H 0.02


Run 2
A 2-piece molecular cluster, CH4NO2P overall, computed with wB97M-V/def2-TZVPD.

Its HOMO-LUMO gap (spin up / spin down) is 9.67 / 6.25 eV. Its HOMO energy (spin up / spin down) is -10.2 / -8.1 eV.

Last columns: bonded neighbours and bond lengths (Å).
CARTESIAN COORDINATES (ANGSTROEM)
1 P -1.73 0.69 -0.13  C5 1.730, H6 1.340, H9 1.445
2 O 2.54 -0.85 -0.35  N4 1.186
3 O 1.75 1.08 0.09  N4 1.193
4 N 1.70 -0.11 0.04  O2 1.186, O3 1.193
5 C -0.94 -0.79 0.32  P1 1.730, H7 1.089, H8 1.082
6 H -1.41 0.98 -1.40  P1 1.340
7 H -0.79 -1.67 -0.30  C5 1.089
8 H -0.51 -0.71 1.31  C5 1.082
9 H -0.59 1.37 0.44  P1 1.445

Atomic partial charges in e from the natural (NBO) method, atoms 1 to 6: P 0.36; O -0.30; O -0.31; N 0.50; C -0.68; H -0.03


The structure shown above that is most stable: run 1.